ORCA calculation (ωB97M-V/def2-TZVPD) on an isolated molecule of C4H8O in a non-equilibrium geometry.

**Energy**: -6321.8385 eV
**Relative energy (zero: lowest compared OMol25 entry of this formula, charge and spin)**: 3.329 eV
**Lowest unoccupied orbital energy**: 1.12 eV
**Structure (SMILES)**: CC[C@H]1CO1
**Frontier orbital gap**: 10.78 eV

Geometry as ORCA input:
```
! RIJCOSX wB97M-V def2-TZVPD def2/J DEFGRID3
* xyz 0 1
C 1.23236 0.27382 -1.26156
C -0.13752 0.44168 -0.59612
C -0.47514 -0.57641 0.42107
C -0.62488 -0.21917 1.82189
O -1.75884 -0.37711 0.97596
H 1.85774 1.15395 -1.45772
H 1.81034 -0.64612 -1.09997
H 0.41980 0.12838 -2.01776
H -0.97843 0.24523 -1.45849
H -0.32402 1.47303 -0.32105
H -0.23636 -1.61044 0.14407
H -0.51023 -0.98487 2.58353
H -0.39997 0.80218 2.12787
*
```